C48H93Br9Hg2N5O5 | ωB97M-V/def2-TZVPD

Computed properties:
**Net charge**: -1
**HOMO**: -3.4 eV
**Total energy**: -707682.575 eV
**LUMO energy**: -1.95 eV
**Frontier orbital gap**: 1.45 eV

Geometry (Å):
H1 -17.541 -7.709 0.568
H2 -23.270 -0.285 -3.232
H3 -9.016 9.897 -9.429
Br1 -6.626 -9.647 0.171
H4 -17.480 3.249 -19.499
H5 -19.267 0.255 -1.193
C1 -17.391 0.303 -17.864
H6 -11.810 -0.568 -4.005
H7 -23.703 -3.944 -2.960
H8 -17.488 -0.730 -18.197
C2 -20.890 6.855 -9.534
C3 -15.990 2.865 -17.905
O1 -19.438 2.811 -9.265
H9 -21.527 5.088 -7.210
H10 -7.826 10.089 -10.667
C4 -18.139 4.850 -7.664
H11 -15.112 3.841 -19.604
H12 -17.994 4.000 -6.997
H13 -16.994 0.976 -19.904
H14 -8.354 -7.945 -0.347
H15 -13.890 3.012 -18.615
H16 -9.411 9.610 -12.408
H17 -13.081 -5.586 -6.907
H18 -21.895 6.954 -9.123
H19 -15.144 4.658 -16.998
H20 -21.415 4.207 -12.472
H21 -16.878 0.280 -15.269
H22 -20.299 -3.263 0.209
H23 -13.259 -3.146 -4.134
H24 -11.228 -3.656 -8.170
C5 -14.742 -3.614 -8.132
C6 -20.865 -1.291 -0.844
C7 -9.362 5.713 -10.723
C8 -9.820 7.153 -10.317
C9 -16.057 0.405 -17.160
H25 -10.093 4.912 -10.613
Br2 -4.953 -4.040 -12.899
H26 -16.471 4.984 -17.979
H27 -23.014 4.837 -9.645
H28 -13.044 9.155 -12.149
N1 -20.951 -1.796 -2.288
H29 -22.111 -4.361 -2.337
H30 -11.235 -4.535 -5.904
H31 -14.958 -4.555 -8.638
H32 -15.012 0.032 -19.085
Br3 -6.422 -6.999 -1.891
C10 -8.743 9.550 -10.426
C11 -10.819 -1.676 -6.147
H33 -23.738 -1.410 -0.406
H34 -9.784 6.307 -8.198
H35 -12.706 0.236 -5.308
H36 -16.790 4.287 -16.464
H37 -9.990 8.007 -8.308
Br4 -6.788 -6.698 1.334
H38 -12.231 -4.774 -8.917
H39 -7.867 7.690 -11.173
H40 -22.847 3.367 -10.508
C12 -17.468 2.671 -18.575
H41 -12.262 -5.260 -4.646
H42 -14.929 2.072 -19.640
H43 -15.581 -3.330 -7.497
H44 -12.696 9.141 -9.711
C13 -20.979 -2.420 0.327
Hg1 -15.593 2.581 -11.775
C14 -23.421 -0.658 -1.127
C15 -15.067 -0.274 -18.040
H45 -11.422 -3.187 -4.071
H46 -10.876 -1.051 -7.038
H47 -11.840 9.165 -13.388
C16 -11.153 9.179 -11.217
C17 -19.601 4.968 -8.231
Br5 -17.527 -9.133 2.713
H48 -20.699 7.881 -9.848
C18 -11.788 9.712 -9.904
H49 -18.641 -1.297 -0.737
H50 -12.127 10.644 -12.493
N2 -13.300 -2.128 -6.764
N3 -10.818 7.685 -11.337
H51 -19.827 6.152 -11.161
C19 -22.161 -2.319 -4.496
H52 -11.317 6.771 -8.733
H53 -22.286 3.376 -8.975
C20 -10.273 7.075 -8.797
H54 -15.274 -1.337 -18.159
Br6 -19.043 -9.636 -0.040
H55 -23.149 -2.590 -4.869
C21 -20.866 4.438 -10.372
H56 -17.377 4.870 -8.443
H57 -14.023 -0.165 -17.747
C22 -13.274 -4.651 -6.382
C23 -12.188 -4.457 -5.380
H58 -9.954 10.964 -11.637
H59 -21.735 0.596 -1.355
O2 -13.512 -0.903 -7.618
C24 -12.063 9.560 -12.397
N4 -19.728 4.156 -9.482
H60 -20.869 3.524 -7.236
C25 -17.677 1.218 -19.089
H61 -18.869 6.901 -8.915
H62 -10.302 -2.580 -6.470
H63 -8.905 5.609 -11.707
H64 -21.855 -1.414 -5.021
H65 -18.344 2.836 -17.947
C26 -16.095 4.219 -17.301
H66 -15.192 -0.395 -15.411
H67 -19.536 -0.335 0.468
H68 -10.100 -1.241 -5.452
C27 -8.516 8.036 -10.369
H69 -24.045 0.230 -1.028
Br7 -2.306 -3.909 -11.123
C28 -22.249 -2.223 -2.875
C29 -22.005 -0.272 -0.754
C30 -20.739 3.746 -11.752
H70 -12.145 10.724 -10.096
Br8 -15.695 -9.422 -0.060
C31 -14.908 2.956 -19.001
C32 -9.812 9.902 -11.438
C33 -22.846 -3.559 -2.406
N5 -15.660 1.830 -16.886
H71 -22.004 -2.787 0.286
O3 -12.036 6.862 -11.365
C34 -13.367 -3.477 -7.470
C35 -7.293 -7.782 -0.160
C36 -12.320 -3.122 -4.686
C37 -19.800 6.503 -8.511
H72 -24.312 -1.633 -2.711
H73 -21.993 0.137 0.256
C38 -3.931 -5.012 -11.527
H74 -13.556 -0.848 -4.289
C39 -16.186 -0.328 -15.852
H75 -20.303 4.693 -6.046
Br9 -4.996 -5.307 -9.804
C40 -12.585 -0.700 -4.761
H76 -21.579 6.182 -11.455
C41 -20.578 4.565 -7.093
O4 -14.348 1.979 -16.215
Hg2 -17.409 -0.540 -5.868
C42 -17.443 -8.784 0.718
H77 -8.509 5.442 -10.101
C43 -23.336 -1.164 -2.590
H78 -12.177 -3.079 -9.391
H79 -16.604 -1.334 -15.891
H80 -14.734 -2.881 -8.939
C44 -20.803 5.904 -10.742
C45 -22.301 4.036 -9.842
H81 -20.993 2.686 -11.725
H82 -20.162 7.012 -7.618
H83 -17.744 5.681 -7.079
C46 -12.249 -1.898 -5.679
O5 -19.916 -2.630 -2.674
H84 -23.181 -3.504 -1.370
H85 -14.247 -4.748 -5.901
C47 -19.483 -0.622 -0.582
H86 -3.733 -6.029 -11.863
H87 -7.975 7.969 -9.425
H88 -20.819 -1.949 1.297
H89 -19.712 3.724 -12.116
H90 -11.058 9.606 -9.101
H91 -21.550 -3.134 -4.884
H92 -18.277 0.248 -17.231
C48 -12.250 -3.752 -8.537
H93 -18.683 0.979 -19.432

Results of the Löwdin charge analysis, in e, for atoms 1 through 2: -0.0247, 0.1178